(1)
DFT (ωB97M-V/def2-TZVPD) results for C23H25BBrClN5O5RuS as an isolated structure.

HOMO-LUMO gap (spin up / spin down) ... 0.2285 / 0.2491 Eh
Spin multiplicity ... 2
Highest occupied orbital energy (spin up / spin down) ... -8.87 / -8.87 eV
E ... -5093.50353 Ha
Relative energy (zero: lowest compared OMol25 entry of this formula, charge and spin) ... 445.8 kJ/mol

Structure (XYZ):
```
63
C23H25BBrClN5O5RuS | the OMol25 dataset | ωB97M-V/def2-TZVPD
Ru -1.269 -0.251 -0.365
B -3.562 1.786 -2.550
N -3.473 1.919 -1.035
C -3.762 3.044 -0.361
C -3.601 2.799 0.988
C -3.211 1.461 1.054
N -3.163 0.956 -0.179
N -2.722 0.628 -3.106
C -2.565 0.426 -4.421
C -1.847 -0.739 -4.609
C -1.593 -1.197 -3.320
N -2.138 -0.359 -2.440
H -4.701 1.568 -2.848
H -3.193 2.804 -3.048
H -4.063 3.939 -0.868
H -3.740 3.482 1.799
H -3.032 0.843 1.918
H -2.970 1.111 -5.136
H -1.551 -1.188 -5.533
H -1.086 -2.084 -2.991
Cl 1.623 1.767 5.475
C 0.610 0.691 4.584
C 0.786 0.578 3.213
C -0.045 -0.265 2.500
C -1.031 -1.000 3.141
C -1.190 -0.886 4.516
C -0.369 -0.039 5.240
C -1.945 -1.951 2.349
O -2.348 -2.942 2.927
O -2.211 -1.582 1.171
H 1.558 1.149 2.721
H 0.091 -0.369 1.417
H -1.964 -1.454 5.010
H -0.483 0.053 6.309
C 2.289 -4.388 -2.998
C 1.461 -4.201 -1.743
S 1.248 -2.384 -1.401
O -0.045 -2.318 -0.657
C 2.534 -2.208 -0.084
C 2.150 -2.970 1.166
H 2.507 -5.443 -3.138
H 3.234 -3.855 -2.931
H 1.756 -4.026 -3.872
H 1.924 -4.686 -0.888
H 0.452 -4.588 -1.866
H 2.547 -1.136 0.106
H 3.489 -2.510 -0.512
H 1.070 -2.916 1.306
H 2.625 -2.535 2.042
H 2.441 -4.016 1.115
Br 2.959 6.488 0.151
C 3.009 4.591 0.205
C 4.173 3.938 0.597
N 4.266 2.624 0.621
C 3.221 1.903 0.264
C 2.005 2.463 -0.122
C 1.896 3.848 -0.153
C 0.834 1.583 -0.424
O -0.322 2.025 -0.265
O 1.060 0.395 -0.771
H 5.055 4.487 0.895
H 3.354 0.830 0.292
H 0.967 4.306 -0.455
```



(2)
DFT (ωB97M-V/def2-TZVPD) results for C23H25BF6IrN5O8S4 as an isolated structure.

HOMO-LUMO gap (spin up / spin down) ... 0.2915 / 0.2070 Eh
Spin multiplicity ... 2
Highest occupied orbital energy (spin up / spin down) ... -12.25 / -12.25 eV
E ... -4087.94050 Ha
Net charge ... +1
Relative energy (zero: lowest compared OMol25 entry of this formula, charge and spin) ... 339.2 kJ/mol

Structure (XYZ):
```
73
C23H25BF6IrN5O8S4 | the OMol25 dataset | ωB97M-V/def2-TZVPD
Ir -0.206 0.393 1.019
F 2.233 1.080 5.576
C 1.586 2.201 5.316
F 0.927 2.596 6.393
F 2.446 3.134 4.931
S 0.339 1.929 3.960
O 1.136 1.580 2.762
O -0.535 0.876 4.411
N -0.276 3.395 4.002
S -1.279 3.898 2.904
O -1.849 2.814 2.094
O -2.183 4.875 3.409
C -0.234 4.861 1.710
F 0.476 4.067 0.906
F 0.588 5.660 2.371
F -1.052 5.594 0.947
B -2.602 -1.238 -1.011
N -2.828 -0.746 0.445
C -3.935 -0.966 1.131
C -3.998 -0.113 2.245
C -2.856 0.625 2.189
N -2.152 0.263 1.065
N -1.065 -1.302 -1.300
C -0.551 -1.816 -2.416
C 0.791 -1.479 -2.510
C 1.050 -0.734 -1.379
N -0.080 -0.655 -0.651
H -3.065 -2.339 -1.100
H -3.095 -0.444 -1.777
H -4.639 -1.702 0.775
H -4.774 -0.060 2.989
H -2.459 1.371 2.859
H -1.186 -2.377 -3.083
H 1.487 -1.746 -3.285
H 1.965 -0.287 -1.031
C 2.468 -7.207 0.603
C 2.140 -5.809 1.042
C 2.763 -5.242 2.150
C 2.444 -3.962 2.573
C 1.493 -3.246 1.861
C 0.854 -3.784 0.746
C 1.182 -5.064 0.349
S 1.151 -1.618 2.345
O -0.330 -1.366 2.095
O 1.551 -1.424 3.692
O 1.723 -0.661 1.322
H 3.350 -7.588 1.113
H 2.646 -7.246 -0.472
H 1.635 -7.878 0.821
H 3.505 -5.812 2.694
H 2.914 -3.525 3.443
H 0.105 -3.212 0.213
H 0.686 -5.501 -0.509
C 1.261 1.510 -6.616
C 0.652 1.733 -5.261
C 1.356 2.409 -4.261
C 0.801 2.622 -3.014
C -0.479 2.138 -2.764
C -1.197 1.444 -3.730
C -0.626 1.256 -4.978
S -1.230 2.346 -1.189
C -1.334 4.115 -1.036
O -0.076 1.991 -0.194
H 2.188 2.067 -6.732
H 0.574 1.816 -7.405
H 1.480 0.452 -6.767
H 2.351 2.780 -4.470
H 1.358 3.139 -2.242
H -2.183 1.056 -3.506
H -1.181 0.729 -5.744
H -0.370 4.568 -1.253
H -1.661 4.334 -0.021
H -2.086 4.428 -1.762
```



(3)
DFT (ωB97M-V/def2-TZVPD) results for a 4-piece molecular cluster, C23H25F3N overall.

HOMO-LUMO gap ... 0.2780 Eh
Highest occupied orbital energy ... -11.41 eV
E ... -1245.52226 Ha
Net charge ... +1
Relative energy (zero: lowest compared OMol25 entry of this formula, charge and spin) ... 0.0 kJ/mol

Structure (XYZ):
```
52
C23H25F3N | the OMol25 dataset | ωB97M-V/def2-TZVPD
C -3.101 1.117 2.322
C -3.947 1.049 1.034
C -3.526 -0.126 0.130
C -2.270 0.424 -0.454
N -2.313 1.703 -0.465
C -3.600 2.212 0.097
H -3.725 1.339 3.186
H -2.335 1.893 2.275
H -2.597 0.172 2.531
H -5.004 1.014 1.289
H -3.445 -1.104 0.596
H -4.219 -0.211 -0.722
H -1.388 -0.092 -0.814
H -1.530 2.264 -0.784
H -4.282 2.266 -0.758
H -3.503 3.200 0.537
F 2.075 1.498 -5.351
C 0.891 0.913 -5.103
C 0.026 1.520 -4.215
C -1.155 0.865 -3.912
C -1.483 -0.352 -4.488
C -0.610 -0.910 -5.416
C 0.588 -0.279 -5.731
H 0.299 2.453 -3.741
H -1.810 1.347 -3.195
H -2.401 -0.863 -4.232
H -0.851 -1.852 -5.890
H 1.289 -0.706 -6.435
F 0.107 1.249 -0.503
C 1.453 0.916 -0.420
C 2.044 0.891 0.820
C 3.389 0.543 0.869
C 4.088 0.237 -0.291
C 3.449 0.277 -1.524
C 2.108 0.624 -1.596
H 1.485 1.133 1.713
H 3.885 0.515 1.829
H 5.134 -0.030 -0.234
H 3.989 0.046 -2.433
H 1.546 0.649 -2.517
F 2.498 0.230 3.887
C 2.132 -1.057 4.111
C 0.891 -1.297 4.664
C 0.523 -2.617 4.888
C 1.384 -3.655 4.560
C 2.626 -3.374 4.007
C 3.015 -2.061 3.775
H 0.247 -0.468 4.923
H -0.441 -2.832 5.331
H 1.093 -4.680 4.744
H 3.303 -4.179 3.756
H 3.978 -1.817 3.349
```



(4)
DFT (ωB97M-V/def2-TZVPD) results for a 2-piece molecular cluster, C23H25F3NO7S3 overall.

HOMO-LUMO gap ... 0.1878 Eh
Highest occupied orbital energy ... -3.00 eV
E ... -2966.96922 Ha
Net charge ... -1
Relative energy (zero: lowest compared OMol25 entry of this formula, charge and spin) ... 253.6 kJ/mol

Structure (XYZ):
```
62
C23H25F3NO7S3 | the OMol25 dataset | ωB97M-V/def2-TZVPD
C -1.979 4.510 2.862
C -2.716 3.202 2.967
O -1.746 2.179 3.249
C -2.278 0.926 3.166
C -1.233 -0.098 3.509
C -1.871 -1.422 3.549
O -2.216 -2.066 2.566
C -2.046 -2.040 4.943
C -0.788 -2.791 5.369
C 0.524 -2.043 5.111
C 0.438 -0.572 5.514
C -0.398 0.387 4.622
O -3.439 0.718 2.845
H -2.696 5.300 2.616
H -1.492 4.754 3.814
H -1.220 4.478 2.068
H -3.445 3.195 3.789
H -3.239 2.959 2.036
H -2.275 -1.206 5.615
H -2.908 -2.718 4.901
H -0.868 -3.005 6.442
H -0.764 -3.757 4.851
H 1.322 -2.507 5.709
H 0.832 -2.158 4.066
H -0.016 -0.493 6.515
H 1.451 -0.151 5.604
H 0.237 1.206 4.247
H -1.093 0.872 5.327
F -0.363 -1.239 -2.754
C -0.036 0.078 -2.901
F 0.662 0.231 -4.048
F -1.176 0.802 -2.995
S 1.014 0.526 -1.418
N 1.092 2.240 -1.832
S 2.295 2.848 -3.020
C 1.315 3.528 -4.366
C 1.675 3.195 -5.675
C 0.974 3.751 -6.748
C -0.073 4.653 -6.506
C -0.397 5.018 -5.190
C 0.322 4.472 -4.120
O 2.913 3.942 -2.331
O 3.072 1.723 -3.478
S 0.795 3.189 -0.399
C -0.512 2.135 0.199
C -1.799 2.228 -0.349
C -2.668 1.147 -0.208
C -2.243 -0.005 0.441
C -0.973 -0.073 1.018
C -0.141 1.033 0.983
O 1.914 3.115 0.507
O 0.246 4.434 -0.859
H 2.490 2.494 -5.834
H 1.243 3.476 -7.774
H -0.632 5.081 -7.347
H -1.206 5.732 -4.996
H 0.097 4.768 -3.099
H -2.067 3.130 -0.894
H -3.679 1.195 -0.624
H -2.903 -0.872 0.508
H -0.589 -1.003 1.438
H 0.820 1.049 1.507
```